Below is a molecular structure, C11H23IrN2O4P2, with properties calculated with the ωB97M-V functional and the def2-TZVPD basis.

Values from the calculation:
E_tot in eV: -44344.914
LUMO (spin up / spin down) in eV: -7.83 / -10.27
Energy above the lowest of the compared OMol25 structures with the same formula, charge and spin in kcal/mol: 1.6
Orbital gap (spin up / spin down) in eV: 6.498 / 5.888
2S+1: 5
Maximum force in eV/Å: 8.09
Charge: +2

The geometry in XYZ format:
```
43
Properties=species:S:1:pos:R:3:forces:R:3
Ir -0.054813 0.023134 1.295012 -0.54 0.23 -1.07
P 1.909757 -1.081418 1.164451 3.02 -1.67 -2.33
C 2.323041 -1.449123 -0.578704 -0.52 0.79 0.44
C 1.024394 -1.681643 -1.273194 0.60 -1.31 -0.41
N -0.120083 -1.275452 -0.702469 0.46 -0.32 -1.02
C -1.287597 -1.562634 -1.285776 -0.21 -0.26 -1.39
C -1.358647 -2.282261 -2.462229 0.60 0.01 0.09
C -0.167820 -2.778969 -2.981690 -0.18 0.23 0.11
C 1.051853 -2.494912 -2.395761 -0.66 0.13 0.55
C -2.530023 -0.956556 -0.762910 -0.09 -0.11 0.26
P -2.024450 0.460181 0.229431 -2.53 -1.19 -1.18
H 1.995818 -2.946351 -2.692335 -0.29 0.26 -0.32
H -2.326382 -2.405410 -2.944389 0.33 -0.23 0.03
H -0.191918 -3.369743 -3.850717 -0.07 -0.73 -1.02
H -3.196166 -0.671027 -1.583218 0.20 0.23 0.06
H -3.129311 -1.659481 -0.187945 0.13 -0.13 0.39
H 2.908261 -0.632428 -1.009336 -0.32 0.31 0.01
H 2.999007 -2.295059 -0.657214 -0.15 -0.36 0.15
H 1.682355 3.915399 -1.391701 1.16 -1.23 -0.34
O 2.328775 3.312699 -1.873624 -1.67 2.47 -0.62
H 2.360188 3.869757 -2.707768 0.42 -1.27 1.05
H -1.304555 4.728104 0.829887 0.56 0.81 -1.03
O -1.054545 5.344456 0.089966 -1.01 -0.51 1.69
H -1.502453 6.155837 0.412669 0.49 -0.33 -0.59
C -2.109306 1.824747 -0.870277 0.33 0.79 -0.36
H -3.098435 1.844462 -1.336678 0.05 -0.02 0.10
H -1.991598 2.714061 -0.250333 0.15 0.31 -0.42
H -1.351520 1.759183 -1.650284 0.08 0.26 0.04
C -3.401515 0.673908 1.310122 0.04 0.38 0.57
H -3.147129 1.614176 1.809734 -0.70 -0.16 0.50
H -4.321404 0.764430 0.720399 0.14 0.08 0.19
H -3.460053 -0.185348 1.984325 -0.15 0.37 0.17
C 1.978027 -2.637876 1.989481 -0.32 -0.34 0.52
H 2.923725 -3.145668 1.780507 -0.09 0.11 0.05
H 1.946966 -2.327478 3.037076 -0.12 -0.69 0.24
H 1.141066 -3.280877 1.711484 0.04 -0.02 0.29
C 3.401555 -0.274321 1.660272 -0.14 0.51 0.57
H 3.215531 -0.111092 2.729134 0.88 0.50 -0.09
H 4.251757 -0.951137 1.477653 -0.29 0.27 0.21
H 3.498710 0.639190 1.058696 0.19 -0.02 0.56
O -0.046630 0.614465 4.473404 0.25 -0.59 -6.04
N 0.009144 0.524007 3.225162 -0.14 3.29 7.38
O 0.226444 1.674079 2.459695 0.06 -0.82 2.01
```
Positions in Å, forces in eV/Å.